Entry 1:
Density functional theory data (ωB97M-V/def2-TZVPD) for C64H52N6SeSiTi as an isolated structure.

```
125
Properties=species:S:1:pos:R:3
Ti -0.820 -0.642 -0.273
C 0.443 -5.405 -6.373
C 1.217 -4.280 -6.123
C 0.941 -3.472 -5.027
C -0.119 -3.760 -4.168
C -0.884 -4.897 -4.429
C -0.607 -5.712 -5.517
C -0.434 -2.880 -3.012
C -0.219 -3.412 -1.690
C 0.276 -4.673 -1.383
C 0.666 -4.635 -0.038
C 0.403 -3.355 0.432
N -0.204 -2.614 -0.557
C 0.775 -2.840 1.758
C -0.108 -1.988 2.392
C -0.395 -1.874 3.809
C -1.564 -1.214 3.944
C -1.998 -0.804 2.640
C -3.142 -0.104 2.380
C -4.016 0.276 3.525
C -5.300 -0.257 3.646
C -6.126 0.099 4.702
C -5.686 1.006 5.659
C -4.414 1.550 5.546
C -3.592 1.191 4.485
C -3.536 0.356 1.094
N -2.816 0.152 -0.068
C -3.415 0.942 -1.021
C -2.963 1.069 -2.379
C -3.629 2.067 -3.261
C -2.926 3.179 -3.724
C -3.524 4.089 -4.586
C -4.840 3.912 -4.992
C -5.555 2.814 -4.526
C -4.953 1.903 -3.669
C -2.023 0.264 -2.931
C -1.788 0.119 -4.364
C -1.127 -1.031 -4.553
C -0.875 -1.626 -3.246
N -1.316 -0.737 -2.258
C -4.514 1.618 -0.475
C -4.597 1.242 0.856
N -1.064 -1.244 1.695
C 2.097 -3.226 2.291
C 3.067 -3.762 1.415
C 4.336 -4.119 1.831
C 4.733 -3.941 3.151
C 3.826 -3.361 4.024
C 2.548 -3.011 3.609
H 0.659 -6.039 -7.225
H 2.045 -4.032 -6.776
H 1.552 -2.601 -4.820
H -1.705 -5.132 -3.762
H -1.219 -6.588 -5.701
H 0.404 -5.488 -2.078
H 1.129 -5.425 0.535
H 0.105 -2.378 4.613
H -2.108 -1.057 4.862
H -5.641 -0.960 2.895
H -7.117 -0.333 4.778
H -6.332 1.290 6.482
H -4.060 2.266 6.279
H -2.605 1.629 4.389
H -1.910 3.333 -3.380
H -2.958 4.948 -4.929
H -5.308 4.626 -5.660
H -6.583 2.663 -4.836
H -5.507 1.043 -3.311
H -2.177 0.784 -5.119
H -0.871 -1.487 -5.497
H -5.139 2.324 -0.999
H -5.302 1.591 1.595
H 2.810 -3.883 0.373
H 5.033 -4.514 1.100
H 5.728 -4.218 3.479
H 4.109 -3.171 5.054
H 1.918 -2.533 4.336
C 1.332 -0.401 -0.330
Si 2.325 1.122 -0.122
C 1.842 2.277 1.309
N 0.984 1.645 2.324
C -0.343 2.249 2.516
C -0.511 2.866 3.909
C 0.765 3.610 4.292
C 1.940 2.621 4.409
C 1.654 1.358 3.577
C 4.136 0.615 0.229
C 5.240 1.016 -0.527
C 6.532 0.620 -0.197
C 6.753 -0.191 0.907
C 5.672 -0.616 1.669
C 4.386 -0.222 1.324
C 2.388 2.138 -1.715
C 3.083 3.350 -1.769
C 3.114 4.121 -2.923
C 2.439 3.693 -4.058
C 1.732 2.499 -4.027
C 1.712 1.733 -2.869
H 1.741 -1.188 0.311
H 1.543 -0.745 -1.356
H 1.359 3.168 0.892
H 2.784 2.633 1.758
H -1.135 1.516 2.327
H -0.475 3.041 1.776
H -0.719 2.090 4.656
H -1.378 3.532 3.898
H 0.634 4.168 5.224
H 0.977 4.348 3.512
H 2.104 2.331 5.453
H 2.865 3.095 4.071
H 1.025 0.669 4.146
H 2.581 0.817 3.375
H 5.091 1.649 -1.396
H 7.369 0.946 -0.807
H 7.759 -0.504 1.165
H 5.820 -1.273 2.519
H 3.553 -0.599 1.915
H 3.604 3.711 -0.885
H 3.651 5.064 -2.932
H 2.446 4.300 -4.958
H 1.178 2.166 -4.898
H 1.122 0.821 -2.856
Se -0.653 4.412 -0.772
C -0.629 2.627 -0.567
N -0.587 1.473 -0.414
```

Calculated values
Highest occupied orbital energy (spin up / spin down)   -0.42 / -0.44 eV
Frontier orbital gap (spin up / spin down)   0.168 / 0.169 Eh
LUMO energy (spin up / spin down)   4.150 / 4.150 eV
Energy above the lowest of the compared OMol25 structures with the same formula, charge and spin   2.2 kcal per mole
Net charge   -2

Löwdin population analysis, charges in e, atoms 1 to 99: 1.11 -0.12 -0.10 -0.04 -0.19 -0.04 -0.10 -0.10 -0.24 -0.05 -0.08 -0.28 0.00 -0.10 -0.22 -0.02 -0.01 -0.26 -0.11 -0.19 -0.03 -0.10 -0.12 -0.09 -0.02 -0.26 0.02 -0.26 -0.11 -0.19 -0.03 -0.09 -0.12 -0.11 -0.04 -0.24 0.00 -0.01 -0.24 0.00 -0.04 -0.04 0.02 -0.15 -0.05 -0.10 -0.14 -0.12 -0.04 0.09 0.09 0.12 0.12 0.09 0.09 0.10 0.09 0.11 0.12 0.09 0.09 0.10 0.08 0.08 0.10 0.09 0.09 0.12 0.11 0.10 0.09 0.10 0.10 0.10 0.08 0.09 0.07 -0.27 0.63 -0.23 -0.17 -0.18 -0.19 -0.19 -0.18 -0.20 -0.21 -0.10 -0.11 -0.12 -0.09 -0.09 -0.25 -0.12 -0.11 -0.11 -0.09 -0.09 0.00

***

Entry 2:
Density functional theory data (ωB97M-V/def2-TZVPD) for C64H54CdO3P2S5 as an isolated structure.

```
129
Properties=species:S:1:pos:R:3
Cd 0.387 0.201 0.966
O 0.639 -3.580 -2.128
S 0.032 -2.604 -1.166
C -1.599 -3.363 -0.885
C -1.915 -4.385 -1.778
C -3.050 -5.159 -1.607
C -3.874 -4.932 -0.513
C -3.554 -3.932 0.388
C -2.423 -3.126 0.226
P -2.105 -1.769 1.448
C -1.829 -2.712 3.004
C -1.390 -4.032 3.047
C -0.966 -4.596 4.246
C -0.981 -3.851 5.414
C -1.414 -2.530 5.381
C -1.810 -1.960 4.184
C -3.888 -1.279 1.680
C -4.491 -0.528 0.662
C -5.816 -0.123 0.761
C -6.576 -0.466 1.872
C -5.998 -1.226 2.878
C -4.668 -1.626 2.785
C -0.411 -1.041 -2.191
C -1.303 -1.370 -3.323
C -1.173 -0.758 -4.528
C -0.113 0.148 -4.798
C 0.910 0.251 -3.867
C 0.893 -0.387 -2.625
P 2.432 -0.974 -1.875
C 3.665 -0.452 -3.132
C 4.529 0.635 -3.026
C 5.474 0.889 -4.017
C 5.574 0.058 -5.122
C 4.727 -1.042 -5.231
C 3.786 -1.294 -4.246
C 3.096 -0.139 -0.347
C 3.651 -1.054 0.453
C 4.145 -0.794 1.837
C 2.955 0.879 2.567
C 2.185 1.460 1.400
C 3.022 1.294 0.143
H -1.220 -4.559 -2.590
H -3.278 -5.947 -2.315
H -4.759 -5.540 -0.359
H -4.195 -3.773 1.246
H -1.352 -4.613 2.133
H -0.607 -5.619 4.262
H -0.632 -4.286 6.343
H -1.414 -1.937 6.289
H -2.079 -0.909 4.139
H -3.900 -0.272 -0.211
H -6.256 0.463 -0.040
H -7.611 -0.151 1.950
H -6.589 -1.522 3.738
H -4.241 -2.222 3.580
H -2.121 -2.055 -3.132
H -1.885 -0.988 -5.317
H -0.053 0.665 -5.749
H 1.798 0.812 -4.149
H 4.481 1.282 -2.158
H 6.141 1.740 -3.922
H 6.312 0.258 -5.891
H 4.815 -1.707 -6.084
H 3.126 -2.153 -4.310
H 3.665 -2.090 0.133
H 4.911 -1.515 2.133
H 2.797 1.449 3.484
H 2.012 2.523 1.578
H 2.771 2.011 -0.631
S 4.792 1.717 0.679
C 4.460 0.707 2.140
C 5.473 0.917 3.218
C 5.395 0.389 4.441
C 4.341 -0.506 4.932
C 3.295 -0.985 4.245
C 2.905 -0.681 2.818
S 1.408 -1.645 2.418
H 6.315 1.555 2.970
H 6.183 0.624 5.150
H 4.444 -0.822 5.966
H 2.614 -1.660 4.751
O -1.393 1.523 2.293
S -2.518 2.093 1.498
C -3.523 2.971 2.731
C -4.904 2.971 2.630
C -5.663 3.600 3.610
C -5.039 4.214 4.685
C -3.650 4.205 4.781
C -2.892 3.580 3.806
C -1.885 3.619 0.769
C -0.619 4.046 1.126
C -0.098 5.186 0.531
C -0.853 5.895 -0.394
C -2.137 5.471 -0.719
C -2.652 4.317 -0.149
H -5.382 2.466 1.797
H -6.744 3.596 3.542
H -5.632 4.689 5.458
H -3.160 4.678 5.623
H -1.810 3.544 3.870
H -0.051 3.457 1.838
H 0.910 5.501 0.773
H -0.436 6.770 -0.879
H -2.722 6.029 -1.441
H -3.635 3.951 -0.430
S -1.389 -0.004 -0.931
C -0.734 7.229 -5.556
C -0.372 6.035 -4.710
C -1.324 5.091 -4.356
C -1.016 3.993 -3.556
C -2.071 2.962 -3.279
C 0.299 3.845 -3.092
C 0.710 2.798 -2.115
O 0.061 2.428 -1.170
C 1.288 4.763 -3.484
C 2.719 4.619 -3.018
C 0.936 5.846 -4.278
H -1.808 7.420 -5.520
H -0.460 7.065 -6.601
H -0.212 8.124 -5.212
H -2.345 5.204 -4.711
H -3.071 3.376 -3.430
H -1.989 2.544 -2.277
H -1.930 2.120 -3.964
H 1.731 2.420 -2.262
H 3.152 3.676 -3.363
H 2.781 4.622 -1.927
H 3.333 5.435 -3.400
H 1.699 6.567 -4.562
```

Calculated values
Highest occupied orbital energy   -0.46 eV
Frontier orbital gap   0.151 Eh
LUMO energy   3.643 eV
Energy above the lowest of the compared OMol25 structures with the same formula, charge and spin   96.2 kcal per mole
Net charge   -2

Löwdin population analysis, charges in e, atoms 1 to 99: 1.15 -0.57 0.83 -0.37 -0.10 -0.09 -0.10 -0.10 -0.35 0.97 -0.42 -0.09 -0.10 -0.11 -0.10 -0.14 -0.36 -0.14 -0.11 -0.12 -0.10 -0.10 -0.87 -0.19 -0.16 -0.17 -0.19 -0.45 1.07 -0.36 -0.09 -0.11 -0.13 -0.11 -0.10 -0.44 -0.17 -0.22 -0.28 -0.33 -0.55 0.10 0.09 0.09 0.10 0.10 0.09 0.09 0.09 0.10 0.04 0.10 0.09 0.09 0.09 0.08 0.08 0.07 0.09 0.07 0.09 0.08 0.09 0.11 0.09 0.14 0.14 0.05 0.06 0.90 -0.61 -0.10 -0.12 -0.11 -0.12 -0.73 0.47 0.08 0.08 0.08 0.07 -0.60 0.95 -0.34 -0.08 -0.09 -0.10 -0.08 -0.06 -0.37 -0.09 -0.07 -0.08 -0.09 -0.09 0.10 0.10 0.09 0.10

***

Total energy list, top to bottom, in eV: -172497.2542, -150702.7509